Below is 2 unconnected molecules or ions with the total composition C3H4Si in a non-equilibrium geometry, with properties calculated with ωB97M-V/def2-TZVPD.

Geometry as XYZ:
```
8
Properties=species:S:1:pos:R:3:lowdin_charge:R:1
C 0.679 0.109 -0.193 -0.04
C -0.493 -0.477 0.716 -0.63
C 0.450 -1.158 -0.209 -0.13
Si -2.208 0.133 0.206 0.67
H 1.193 1.018 -0.084 0.08
H -0.282 -0.349 1.851 0.07
H 0.691 -2.084 -0.719 0.10
H -2.384 1.756 1.781 -0.12
```

## Properties
Lowest unoccupied orbital energy (alpha / beta) ... -0.84 / -0.84 eV
HOMO (alpha / beta) ... -8.0 / -8.0 eV
M ... 68.151 g/mol
Kohn-Sham gap (alpha / beta) ... 0.2630 / 0.2631 Ha



Below is C2H6N4S in the gas phase in a non-equilibrium geometry, with properties calculated with ωB97M-V/def2-TZVPD.

Geometry as XYZ:
```
13
Properties=species:S:1:pos:R:3:lowdin_charge:R:1
C -0.563 -0.600 -0.425 -0.48
C 0.830 -0.182 -0.020 -0.48
H -1.002 1.343 -1.011 0.09
H -2.314 0.237 -1.126 0.11
H -1.804 -2.052 -0.532 0.04
H 1.499 -1.879 -0.237 0.04
H 2.011 1.389 0.306 0.07
H 0.540 1.086 2.545 -0.13
N -1.304 0.354 -1.068 0.11
N -0.885 -1.817 -0.194 0.12
N 1.812 -0.970 0.011 0.17
N 1.026 1.196 0.225 -0.40
S 0.156 1.895 1.526 0.74
```

## Properties
Lowest unoccupied orbital energy ... 0.70 eV
HOMO ... -9.6 eV
M ... 118.165 g/mol
SMILES string ... [H]/N=C(N)/C(=N\[H])NS
Kohn-Sham gap ... 0.3774 Ha



Below is a molecular structure, C5H6CdLiO4 in a non-equilibrium geometry, with properties calculated with ωB97M-V/def2-TZVPD.

Geometry as XYZ:
```
17
Properties=species:S:1:pos:R:3:lowdin_charge:R:1
C 0.579 1.104 -1.065 -0.23
C -0.936 0.987 -0.835 -0.22
C -1.307 -0.383 -0.349 -0.17
C -1.579 -0.597 0.965 -0.46
O -1.623 -1.750 1.579 -0.32
O 1.280 0.573 0.052 -0.38
Cd 1.473 0.852 2.328 0.61
Li 0.198 -2.151 1.536 0.58
H 0.881 2.158 -1.137 0.11
H 0.873 0.558 -1.972 0.11
H -1.430 1.261 -1.782 0.10
H -1.221 1.736 -0.078 0.10
H -1.157 -1.238 -1.019 0.10
H -1.674 0.304 1.612 0.09
O 1.888 -1.161 1.209 -0.34
O 1.916 -1.444 -1.035 0.06
C 1.839 -0.811 -0.010 -0.75
```

## Properties
Lowest unoccupied orbital energy ... 2.67 eV
HOMO ... -2.8 eV
Net charge ... -1
M ... 249.452 g/mol
Kohn-Sham gap ... 0.2011 Ha



Below is a molecular structure, C2H8N2O in a non-equilibrium geometry, with properties calculated with ωB97M-V/def2-TZVPD.

Geometry as XYZ:
```
13
Properties=species:S:1:pos:R:3:lowdin_charge:R:1
C 0.373 0.904 -0.137 -0.01
C -0.750 0.530 -1.057 -0.38
N 0.653 -0.602 0.984 -0.07
N -0.595 -0.928 -1.147 -0.15
O 0.226 -0.565 2.362 -0.08
H -0.739 -0.648 2.332 0.09
H 1.665 -0.699 1.054 0.11
H 0.058 -1.129 -1.905 0.01
H -0.029 -1.261 0.113 0.11
H 1.336 0.963 -0.636 0.09
H 0.201 1.621 0.659 0.08
H -1.720 0.758 -0.604 0.09
H -0.680 1.056 -2.018 0.10
```

## Properties
Lowest unoccupied orbital energy ... 0.85 eV
HOMO ... -7.5 eV
M ... 76.099 g/mol
Kohn-Sham gap ... 0.3067 Ha



Below is 20 unconnected molecules or ions with the total composition H40O20 in a non-equilibrium geometry, with properties calculated with ωB97M-V/def2-TZVPD.

Geometry as XYZ:
```
60
Properties=species:S:1:pos:R:3:lowdin_charge:R:1
O -0.763 -4.704 2.294 -0.01
H -0.070 -5.339 2.379 0.05
H -1.584 -5.176 2.303 0.05
O 1.620 2.230 1.836 -0.04
H 0.807 2.662 1.536 0.05
H 1.630 2.360 2.789 0.05
O -0.359 -0.267 4.604 -0.05
H -0.638 0.581 4.218 0.01
H 0.574 -0.285 4.366 0.01
O -1.920 -2.670 -0.143 -0.06
H -2.095 -2.470 0.789 0.02
H -1.196 -3.312 -0.122 0.07
O 4.923 0.977 -1.878 -0.09
H 4.783 1.047 -0.898 0.02
H 4.677 1.892 -2.148 0.04
O 1.334 1.160 -5.102 -0.06
H 2.051 1.348 -5.714 0.03
H 1.743 1.120 -4.225 -0.01
O 2.771 0.103 3.868 -0.04
H 3.165 -0.125 3.014 0.05
H 3.439 -0.126 4.509 0.04
O -3.452 -1.097 -1.973 -0.06
H -2.912 -1.757 -1.489 0.01
H -3.396 -1.340 -2.904 0.05
O 2.825 -2.577 -3.715 -0.05
H 3.357 -2.518 -4.508 0.03
H 2.067 -2.010 -3.880 0.02
O -4.445 -1.902 2.127 -0.05
H -4.500 -0.993 1.842 0.01
H -3.601 -2.006 2.554 -0.02
O -1.654 -2.099 2.732 -0.07
H -1.176 -2.932 2.889 0.03
H -1.152 -1.388 3.157 0.02
O -3.950 0.953 0.041 -0.05
H -3.975 0.326 -0.722 0.05
H -4.680 1.588 -0.099 0.09
O -0.794 3.165 -1.794 -0.03
H -0.017 3.468 -2.257 0.02
H -1.542 3.207 -2.394 0.05
O -1.666 1.811 0.732 -0.10
H -1.082 2.207 0.033 0.03
H -2.545 1.667 0.323 -0.02
O 2.602 3.612 -2.777 -0.07
H 2.457 3.751 -3.719 0.03
H 2.527 2.643 -2.723 -0.02
O 4.347 2.254 0.623 -0.07
H 3.469 2.149 1.077 0.03
H 4.423 3.213 0.605 0.05
O -2.168 -4.135 -2.512 -0.05
H -2.660 -4.244 -3.329 0.04
H -2.829 -4.119 -1.819 0.02
O 0.137 -0.370 -0.031 -0.05
H -0.524 -1.043 -0.116 -0.01
H -0.243 0.274 0.588 0.01
O -1.201 2.561 3.712 -0.07
H -1.508 2.330 2.807 0.02
H -2.012 2.433 4.232 0.06
O 2.170 0.825 -2.224 -0.08
H 2.965 0.457 -1.777 0.05
H 1.445 0.627 -1.583 0.05
```

## Properties
Lowest unoccupied orbital energy ... 0.16 eV
HOMO ... -10.7 eV
M ... 360.300 g/mol
Kohn-Sham gap ... 0.4002 Ha



Below is 12 unconnected molecules or ions with the total composition C52H137N9O17 in a non-equilibrium geometry, with properties calculated with ωB97M-V/def2-TZVPD.

Geometry as XYZ:
```
215
Properties=species:S:1:pos:R:3:lowdin_charge:R:1
C 3.499 1.367 -4.687 -0.09
O 2.345 0.711 -5.179 -0.18
C 1.197 0.987 -4.426 -0.25
C 0.027 0.209 -5.002 -0.20
N -1.060 0.197 -4.055 -0.05
C -2.416 0.049 -4.549 -0.19
C -3.308 -0.408 -3.420 -0.20
O -2.843 -1.639 -2.923 -0.24
C -3.707 -2.275 -2.025 -0.08
H 4.330 1.123 -5.353 0.08
H 3.831 0.925 -3.732 0.07
H 3.313 2.442 -4.608 0.09
H 0.932 2.061 -4.487 0.12
H 1.320 0.854 -3.336 0.12
H 0.324 -0.776 -5.382 0.11
H -0.288 0.773 -5.886 0.12
H -0.893 -0.431 -3.285 0.06
H -2.462 -0.647 -5.398 0.13
H -2.778 1.022 -4.898 0.12
H -4.335 -0.524 -3.790 0.13
H -3.336 0.349 -2.625 0.12
H -3.943 -1.620 -1.178 0.08
H -3.344 -3.213 -1.605 0.09
H -4.640 -2.533 -2.543 0.10
C -4.108 0.652 0.828 -0.10
O -3.946 1.964 1.305 -0.21
C -2.699 2.547 0.998 -0.21
C -2.635 4.013 1.342 -0.20
N -3.245 4.949 0.409 -0.04
C -4.692 4.781 0.258 -0.21
C -5.206 5.546 -0.943 -0.23
O -4.848 4.829 -2.113 -0.19
C -5.112 5.609 -3.239 -0.14
H -3.233 0.074 1.166 0.07
H -4.115 0.617 -0.271 0.07
H -5.049 0.262 1.196 0.09
H -2.352 2.350 -0.026 0.12
H -1.983 2.027 1.668 0.11
H -1.605 4.373 1.376 0.10
H -3.038 4.229 2.335 0.13
H -2.877 4.841 -0.533 0.07
H -5.204 5.131 1.159 0.13
H -4.983 3.739 0.051 0.12
H -4.746 6.545 -0.910 0.13
H -6.295 5.645 -0.907 0.12
H -6.126 6.019 -3.250 0.09
H -4.932 5.029 -4.146 0.09
H -4.406 6.451 -3.329 0.07
C -7.612 -7.207 3.296 -0.14
O -6.251 -7.428 3.096 -0.18
C -6.001 -8.735 2.626 -0.24
C -4.518 -8.990 2.570 -0.23
N -3.856 -8.303 1.478 -0.05
C -2.477 -8.770 1.317 -0.22
C -1.717 -7.931 0.327 -0.24
O -1.566 -6.635 0.869 -0.17
C -1.111 -5.746 -0.106 -0.11
H -8.204 -7.344 2.377 0.09
H -7.745 -6.191 3.657 0.09
H -8.060 -7.911 4.015 0.09
H -6.364 -8.814 1.589 0.13
H -6.528 -9.469 3.245 0.12
H -4.411 -10.076 2.498 0.12
H -4.062 -8.686 3.530 0.13
H -3.756 -7.316 1.714 0.11
H -2.518 -9.787 0.910 0.12
H -1.938 -8.772 2.279 0.12
H -2.230 -7.902 -0.643 0.12
H -0.734 -8.390 0.151 0.13
H -1.210 -4.752 0.315 0.08
H -1.757 -5.812 -0.992 0.08
H -0.105 -5.987 -0.456 0.08
C 2.557 -2.389 -3.561 -0.11
O 3.747 -1.676 -3.475 -0.16
C 4.458 -1.840 -2.286 -0.24
C 5.760 -1.084 -2.393 -0.22
N 6.690 -1.779 -3.288 -0.04
C 7.917 -1.007 -3.469 -0.21
C 7.897 -0.061 -4.681 -0.23
O 7.134 -0.633 -5.719 -0.20
C 7.142 0.159 -6.882 -0.11
H 1.811 -2.295 -2.760 0.07
H 2.646 -3.453 -3.798 0.09
H 1.988 -1.939 -4.381 0.08
H 4.667 -2.867 -1.965 0.12
H 3.906 -1.368 -1.453 0.11
H 6.204 -0.978 -1.403 0.11
H 5.506 -0.072 -2.747 0.10
H 6.243 -1.745 -4.204 0.09
H 8.777 -1.681 -3.554 0.11
H 8.189 -0.391 -2.605 0.11
H 8.923 0.162 -5.014 0.12
H 7.506 0.930 -4.384 0.12
H 6.469 1.023 -6.743 0.08
H 6.756 -0.417 -7.718 0.09
H 8.119 0.590 -7.125 0.09
C 0.227 3.230 -0.743 -0.13
O -0.642 4.239 -1.179 -0.18
C -0.932 4.072 -2.566 -0.20
C -1.633 5.291 -3.074 -0.19
N -0.670 6.374 -3.331 -0.04
C -1.330 7.557 -3.878 -0.22
C -0.304 8.702 -3.890 -0.22
O 0.242 8.913 -2.608 -0.20
C -0.661 9.439 -1.682 -0.13
H 0.394 3.364 0.332 0.05
H 1.235 3.326 -1.170 0.09
H -0.173 2.224 -0.893 0.08
H -1.457 3.114 -2.688 0.12
H 0.022 3.919 -3.089 0.11
H -2.321 5.650 -2.290 0.10
H -2.235 5.123 -3.967 0.12
H -0.242 6.641 -2.446 0.11
H -2.215 7.906 -3.332 0.11
H -1.442 7.341 -4.948 0.12
H -0.742 9.644 -4.249 0.12
H 0.508 8.461 -4.572 0.12
H -0.110 9.669 -0.768 0.09
H -1.434 8.740 -1.331 0.09
H -1.107 10.363 -2.067 0.09
C -0.190 2.881 3.267 -0.04
C 0.562 3.353 4.502 -0.40
C -0.053 2.797 5.774 -0.21
O -1.346 3.364 5.941 -0.19
C -2.086 2.787 6.986 -0.11
N 1.984 2.898 4.460 0.06
H -0.134 1.783 3.298 0.07
H 0.187 3.239 2.316 0.06
H -1.262 3.030 3.417 0.06
H 0.488 4.447 4.612 0.14
H 0.542 3.024 6.678 0.13
H -0.120 1.694 5.738 0.11
H -2.918 3.428 7.257 0.09
H -1.450 2.664 7.883 0.09
H -2.425 1.771 6.735 0.07
H 2.488 3.437 5.155 0.08
H 2.317 3.126 3.521 0.05
C -1.269 -1.326 6.497 -0.05
C -1.887 -1.697 5.163 -0.40
C -2.461 -0.493 4.438 -0.20
O -3.523 0.095 5.182 -0.18
C -3.922 1.275 4.557 -0.12
N -0.918 -2.268 4.195 0.03
H -1.114 -2.198 7.134 0.08
H -1.999 -0.723 7.060 0.07
H -0.395 -0.690 6.381 0.06
H -2.694 -2.432 5.253 0.14
H -2.736 -0.738 3.406 0.12
H -1.674 0.287 4.432 0.12
H -4.412 1.093 3.598 0.08
H -3.062 1.927 4.332 0.08
H -4.579 1.860 5.198 0.10
H -0.402 -3.030 4.641 0.08
H -0.161 -1.560 4.084 0.02
C 3.011 -0.908 5.833 -0.05
C 2.713 -0.771 4.357 -0.41
C 2.885 -2.025 3.520 -0.24
O 4.211 -2.434 3.536 -0.16
C 4.373 -3.691 2.888 -0.10
N 1.361 -0.170 4.133 0.05
H 2.333 -1.655 6.269 0.08
H 2.829 0.047 6.333 0.07
H 4.027 -1.231 6.054 0.08
H 3.399 -0.005 3.929 0.13
H 2.520 -1.800 2.508 0.12
H 2.205 -2.776 3.954 0.13
H 5.357 -4.032 3.229 0.09
H 4.403 -3.613 1.797 0.07
H 3.643 -4.459 3.165 0.09
H 1.237 -0.026 3.130 0.04
H 1.447 0.760 4.547 0.03
C 2.969 1.366 0.499 -0.05
C 3.980 2.445 0.164 -0.43
C 4.269 3.323 1.374 -0.20
O 3.162 3.991 1.950 -0.23
C 2.493 4.891 1.077 -0.08
N 5.197 1.804 -0.357 0.05
H 3.337 0.640 1.240 0.08
H 2.631 0.770 -0.351 0.06
H 2.075 1.780 0.982 0.07
H 3.574 3.057 -0.653 0.13
H 5.067 4.053 1.144 0.13
H 4.712 2.721 2.180 0.13
H 1.890 4.324 0.366 0.04
H 3.176 5.588 0.582 0.10
H 1.860 5.499 1.724 0.10
H 6.020 2.406 -0.353 0.08
H 5.447 1.046 0.282 0.07
C -0.009 -5.472 -3.924 -0.07
C -1.148 -4.487 -4.002 -0.31
O -0.681 -3.209 -3.566 -0.11
H 0.865 -5.073 -4.440 0.07
H -0.268 -6.421 -4.395 0.08
H 0.235 -5.659 -2.878 0.05
H -1.983 -4.816 -3.362 0.10
H -1.582 -4.364 -5.004 0.11
H -1.443 -2.633 -3.334 0.03
C 2.058 -3.796 -0.278 -0.09
C 2.836 -4.906 -0.944 -0.30
O 3.666 -5.564 0.030 -0.08
H 2.702 -2.929 -0.115 0.06
H 1.628 -4.111 0.671 0.08
H 1.273 -3.416 -0.938 0.06
H 3.403 -4.511 -1.789 0.08
H 2.190 -5.690 -1.366 0.10
H 4.483 -5.841 -0.395 0.08
C -0.352 -0.769 -0.689 -0.07
C -0.740 -1.482 0.581 -0.29
O -0.274 -0.720 1.695 -0.11
H 0.691 -0.449 -0.717 0.07
H -0.917 0.167 -0.769 0.06
H -0.614 -1.339 -1.580 0.05
H -0.392 -2.523 0.561 0.09
H -1.837 -1.540 0.663 0.10
H -0.567 -1.227 2.485 0.03
```

## Properties
Lowest unoccupied orbital energy ... 0.59 eV
HOMO ... -8.4 eV
M ... 1160.714 g/mol
SMILES string ... COC[C@H](C)N.COC[C@H](C)N.COC[C@H](C)N.COC[C@H](C)N.COCCNCCOC.COCCNCCOC.COCCNCCOC.COCCNCCOC.COCCNCCOC.CCO.CCO.CCO
Kohn-Sham gap ... 0.3319 Ha



Below is a molecular structure, C24H45BrP2Ti in a non-equilibrium geometry, with properties calculated with ωB97M-V/def2-TZVPD.

Geometry as XYZ:
```
73
Properties=species:S:1:pos:R:3:lowdin_charge:R:1
Ti -0.332 0.238 -1.453 0.59
C -2.807 1.173 -2.394 -0.17
C -3.458 1.479 -1.170 -0.20
C -1.268 2.132 -0.958 -0.34
C -1.480 1.744 -2.333 -0.38
C -2.516 1.956 -0.244 -0.15
C -3.457 0.739 -3.641 0.01
H -3.483 -0.355 -3.754 0.11
H -2.964 1.150 -4.533 0.10
H -4.489 1.110 -3.624 0.10
C -0.515 1.991 -3.430 -0.03
H -0.781 1.522 -4.386 0.08
H 0.525 1.699 -3.130 0.08
H -0.463 3.075 -3.621 0.14
C -0.027 2.673 -0.391 -0.11
H 0.292 3.559 -0.944 0.12
H 0.837 1.956 -0.423 0.05
H -0.229 3.007 0.647 0.04
C -2.767 2.332 1.172 0.02
H -3.753 1.993 1.523 0.10
H -2.745 3.420 1.326 0.12
H -1.974 1.916 1.810 0.10
C -4.931 1.488 -0.965 0.00
H -5.377 2.484 -1.111 0.12
H -5.166 1.217 0.065 0.09
H -5.423 0.804 -1.660 0.09
C 1.500 -3.578 1.286 -0.15
C 0.413 -4.312 1.253 -0.14
C -0.225 -4.942 2.474 -0.18
C -0.329 -4.045 3.706 -0.19
C -0.552 -2.570 3.484 -0.12
C 0.440 -1.708 3.370 -0.13
C 1.885 -2.135 3.479 -0.18
C 2.355 -3.207 2.459 -0.18
H 0.356 -5.842 2.747 0.13
H 0.528 -4.272 4.356 0.12
H -1.229 -5.307 2.199 0.11
H 2.641 -4.084 3.054 0.12
H 1.885 -3.229 0.318 0.08
H -0.103 -4.540 0.306 0.10
H 3.284 -2.810 2.009 0.11
H 2.507 -1.236 3.329 0.09
H 0.252 -0.642 3.219 0.08
H 2.124 -2.519 4.497 0.13
H -1.208 -4.405 4.257 0.11
H -1.600 -2.250 3.407 0.11
P 0.603 -1.303 -3.044 0.73
C 0.449 -0.739 -4.776 -0.24
H 1.142 -1.347 -5.367 0.07
H 0.728 0.316 -4.867 0.04
H -0.581 -0.869 -5.134 0.07
C 2.383 -0.932 -2.777 -0.23
H 2.933 -1.468 -3.564 0.08
H 2.701 -1.275 -1.783 0.06
H 2.566 0.147 -2.856 0.05
C 0.734 -3.103 -3.342 -0.21
H 1.497 -3.230 -4.129 0.07
H -0.218 -3.520 -3.693 0.07
H 1.053 -3.641 -2.440 0.06
P 1.643 2.662 1.929 0.78
C 1.042 3.993 3.074 -0.29
H 1.900 4.510 3.525 0.05
H 0.430 3.551 3.868 0.04
H 0.431 4.725 2.531 0.04
C 3.019 2.104 3.012 -0.31
H 3.541 2.974 3.432 0.05
H 3.716 1.503 2.417 0.04
H 2.618 1.486 3.824 0.04
C 2.643 3.834 0.907 -0.29
H 3.323 4.407 1.550 0.06
H 1.981 4.523 0.368 0.04
H 3.219 3.252 0.178 0.04
Br -1.666 -1.430 -0.430 0.38
```

## Properties
Lowest unoccupied orbital energy (alpha / beta) ... -8.27 / -8.35 eV
HOMO (alpha / beta) ... -13.3 / -13.3 eV
Net charge ... +2
M ... 523.343 g/mol
Kohn-Sham gap (alpha / beta) ... 0.1856 / 0.1829 Ha



Below is a molecular structure, C3H3Br2N in a non-equilibrium geometry, with properties calculated with ωB97M-V/def2-TZVPD.

Geometry as XYZ:
```
9
Properties=species:S:1:pos:R:3:lowdin_charge:R:1
C 0.407 0.267 -1.188 -0.17
C -0.369 0.685 0.011 -0.71
C 0.176 -0.678 0.525 -0.82
N 0.785 -0.889 -0.812 0.05
Br -2.329 0.772 0.180 0.64
Br 1.539 -0.642 1.912 0.64
H 0.623 0.780 -2.083 0.11
H 0.151 1.406 0.531 0.04
H -0.982 -1.701 0.924 0.22
```

## Properties
Lowest unoccupied orbital energy ... 0.10 eV
HOMO ... -10.3 eV
M ... 212.872 g/mol
Kohn-Sham gap ... 0.3811 Ha